Entry 1:
Density functional theory data (ωB97M-V/def2-TZVPD) for a structure of composition C6H12BaN2PS at a distorted geometry.

Geometry as XYZ:
```
23
Properties=species:S:1:pos:R:3:mulliken_charge:R:1
C -1.183 -0.823 -2.040 0.1132
C -1.026 -0.868 -3.447 -0.9024
C 0.246 -1.435 -3.749 -0.3440
C 0.911 -1.737 -2.526 -1.0750
C 0.069 -1.370 -1.448 0.6229
Ba -1.802 -0.454 1.475 -0.9279
P -0.397 2.022 0.202 -0.0986
H -2.057 -0.451 -1.485 -0.1682
H -1.759 -0.526 -4.176 0.3480
H 0.646 -1.611 -4.746 0.3511
H 0.296 -1.456 -0.375 -0.1025
H 1.901 -2.177 -2.429 0.3611
H -0.356 3.254 0.933 0.0692
H -1.213 2.559 -0.847 0.1140
H 0.829 2.257 -0.486 0.0764
N 1.362 0.931 2.446 -0.1137
C 0.636 -0.096 2.971 -0.3156
N -0.416 0.348 3.804 -0.1675
S 0.662 -1.671 2.357 0.2031
H 1.503 1.800 2.959 0.3552
H 2.136 0.693 1.828 0.1711
H -0.745 -0.389 4.441 -0.0060
H -0.244 1.202 4.340 0.4360
```

## Properties
Highest occupied orbital energy (spin up / spin down): -0.910 / -0.909 eV
HOMO-LUMO gap (spin up / spin down): 2.628 / 2.628 eV
Energy: -30210.8278 eV
Charge: -1


Entry 2:
Density functional theory data (ωB97M-V/def2-TZVPD) for a structure of composition C35H51MnN6.

Geometry as XYZ:
```
93
Properties=species:S:1:pos:R:3:lowdin_spin:R:1
Mn -0.008 -0.442 0.026 1.1014
C 1.611 2.038 -0.508 0.0005
C 2.673 1.124 0.079 0.0002
N 2.201 -0.274 0.275 -0.0036
C 2.684 -0.790 1.578 -0.0001
C 1.678 -0.540 2.730 0.0001
N 0.438 0.108 2.260 -0.0023
C 0.535 1.577 2.430 0.0002
C -0.099 2.333 1.284 0.0012
N 0.266 1.726 -0.001 -0.0037
H 1.880 3.084 -0.324 -0.0002
H 1.586 1.896 -1.585 0.0000
H 3.554 1.144 -0.567 -0.0001
H 3.004 1.501 1.044 0.0000
H 2.592 -0.862 -0.453 0.0002
H 2.864 -1.857 1.477 0.0001
H 3.647 -0.332 1.817 -0.0002
H 1.413 -1.486 3.193 0.0000
H 2.145 0.053 3.521 -0.0002
H -0.343 -0.238 2.807 0.0001
H 0.080 1.894 3.371 -0.0001
H 1.590 1.834 2.508 0.0000
H -1.182 2.277 1.374 0.0000
H 0.184 3.390 1.330 -0.0001
H -0.402 2.039 -0.694 -0.0002
C -0.276 2.373 -3.531 -0.0002
C 0.730 1.264 -3.731 -0.0002
C 1.756 1.505 -4.641 0.0000
C 2.744 0.567 -4.872 -0.0001
C 2.707 -0.639 -4.194 0.0000
C 1.701 -0.926 -3.277 0.0000
C 1.663 -2.284 -2.637 -0.0006
C 0.717 0.042 -3.041 -0.0001
N -0.281 -0.189 -2.031 -0.0109
C -1.520 -0.211 -2.388 -0.0282
C -2.024 -0.260 -3.797 -0.0040
C -2.513 -0.182 -1.286 -0.0291
C -3.964 -0.253 -1.635 -0.0045
N -2.020 -0.119 -0.095 -0.0096
C -2.875 0.285 0.993 -0.0005
C -3.082 -0.549 2.100 -0.0002
C -2.605 -1.972 2.179 -0.0011
C -3.831 -0.063 3.170 0.0000
C -4.368 1.209 3.162 -0.0002
C -4.156 2.023 2.064 0.0000
C -3.416 1.586 0.971 -0.0004
C -3.205 2.584 -0.141 -0.0003
H 0.236 3.306 -3.288 0.0000
H -1.004 2.176 -2.747 -0.0002
H -0.839 2.550 -4.449 0.0000
H 1.771 2.451 -5.169 0.0000
H 3.534 0.770 -5.583 0.0000
H 3.465 -1.389 -4.381 0.0000
H 2.617 -2.793 -2.768 0.0000
H 0.894 -2.909 -3.098 0.0001
H 1.412 -2.255 -1.578 -0.0002
H -1.210 -0.380 -4.507 0.0000
H -2.585 0.640 -4.056 -0.0010
H -2.707 -1.106 -3.895 -0.0013
H -4.140 -1.216 -2.126 -0.0016
H -4.257 0.529 -2.337 -0.0010
H -4.595 -0.196 -0.752 0.0000
H -3.454 -2.656 2.118 -0.0001
H -2.127 -2.166 3.143 0.0000
H -1.914 -2.241 1.387 -0.0004
H -3.998 -0.717 4.017 0.0000
H -4.948 1.565 4.003 0.0000
H -4.561 3.028 2.050 0.0000
H -3.038 3.576 0.279 0.0000
H -4.084 2.652 -0.785 0.0000
H -2.358 2.347 -0.785 -0.0003
C -3.650 -3.535 -0.427 0.0003
N -3.058 -3.742 -1.725 0.0001
C -3.414 -5.004 -2.332 0.0000
C -1.696 -3.256 -1.884 -0.0009
C -0.727 -3.563 -0.754 0.0060
C -0.513 -4.933 -0.570 -0.0022
C 0.262 -5.431 0.458 0.0108
C 0.822 -4.520 1.333 -0.0019
C 0.627 -3.163 1.117 0.0073
C -0.113 -2.579 0.070 -0.0162
H -4.738 -3.600 -0.499 0.0000
H -3.385 -2.544 -0.052 0.0001
H -3.318 -4.263 0.330 0.0000
H -4.499 -5.063 -2.441 0.0000
H -3.100 -5.886 -1.752 0.0000
H -2.971 -5.079 -3.326 0.0000
H -1.732 -2.189 -2.003 -0.0008
H -1.320 -3.666 -2.827 0.0003
H -0.976 -5.627 -1.261 -0.0004
H 0.412 -6.496 0.579 0.0007
H 1.411 -4.858 2.178 -0.0004
H 1.069 -2.520 1.850 0.0003
```

## Properties
Highest occupied orbital energy (spin up / spin down): -10.013 / -9.831 eV
HOMO-LUMO gap (spin up / spin down): 6.905 / 6.722 eV
Energy: -77377.6559 eV
2S+1: 2
Charge: +1